Record 1
A gas-phase ion, C17H18F (charge +1), computed with ωB97M-V with the def2-TZVPD basis set.

Each line ends with the Mulliken charge.
CARTESIAN COORDINATES (ANGSTROEM)
C1 1.45561 0.56290 -2.97196  -1.378
C2 0.71204 1.13876 -1.84474  0.835
C3 -0.27621 2.20171 -2.02333  -1.264
C4 0.99171 0.67169 -0.46489  -0.695
H1 1.08854 0.97500 -3.92054  0.425
H2 2.53386 0.79004 -2.90680  0.370
H3 1.37127 -0.53766 -3.02571  0.346
H4 -0.43173 2.42244 -3.08692  0.427
H5 -1.24974 1.93832 -1.57716  0.225
H6 0.05077 3.12826 -1.52072  0.379
H7 0.70312 1.48663 0.22316  0.359
H8 2.08426 0.53351 -0.38588  0.574
F1 3.22010 -1.17333 4.81784  -0.300
C5 2.38073 -1.15189 3.73140  0.368
C6 2.62948 -2.03996 2.68916  -0.682
C7 1.85571 -1.91356 1.53368  -0.298
C8 0.90187 -0.89734 1.40776  0.169
C9 0.33891 -0.62255 0.01131  0.459
C10 -1.18952 -0.54760 -0.14565  -0.105
C11 -1.73989 -1.06530 -1.33159  -0.234
C12 -3.01286 -0.67936 -1.74912  -0.582
C13 -3.75752 0.21508 -0.96938  -0.531
C14 -3.27230 0.61026 0.28122  -0.778
C15 -2.01291 0.17399 0.71891  -0.081
C16 0.69708 -0.01489 2.46890  -0.202
C17 1.39159 -0.17459 3.67630  -1.021
H9 3.42109 -2.78153 2.74745  0.437
H10 2.02572 -2.58703 0.68913  0.352
H11 0.67319 -1.44311 -0.63878  0.755
H12 -1.12627 -1.72874 -1.94994  0.400
H13 -3.40956 -1.06818 -2.68832  0.394
H14 -4.72421 0.57349 -1.32273  0.417
H15 -3.87158 1.25577 0.92746  0.411
H16 -1.68233 0.42284 1.72719  0.348
H17 0.02708 0.83866 2.35477  0.269
H18 1.20292 0.48729 4.51853  0.430

Summary:
HOMO level, hartree: -0.4449
Multiplicity: 1
Kohn-Sham gap, eV: 6.1
Energy above the lowest of the compared OMol25 structures with the same formula, charge and spin, kcal/mol: 0.0
Maximum force, eV/A: 1.938
Charge: +1

=====

Record 2
A molecular structure, C19H27ClMnN2, computed with ωB97M-V with the def2-TZVPD basis set.

Each line ends with the Löwdin spin population.
CARTESIAN COORDINATES (ANGSTROEM)
C1 0.06246 0.15571 -5.54705  0.000
C2 1.44233 0.71760 -5.90983  0.000
C3 -0.15247 -1.17328 -6.28130  0.000
C4 -1.01992 1.15555 -5.97196  0.000
Cl1 -0.03173 -0.12286 -3.73530  0.000
H1 -0.10437 -1.02989 -7.36987  0.000
H2 -1.13653 -1.59446 -6.05232  0.000
H3 0.62372 -1.89787 -6.01483  0.000
H4 1.52200 0.88781 -6.99271  0.000
H5 2.23629 0.01744 -5.63126  0.000
H6 1.61670 1.67889 -5.41627  0.000
H7 -0.98577 1.33030 -7.05655  0.000
H8 -0.87269 2.12395 -5.48309  0.000
H9 -2.01958 0.77754 -5.73538  0.000
C5 1.34281 -1.88212 1.85401  -0.011
C6 0.56718 -2.73228 0.99268  -0.055
C7 0.69247 -2.21685 -0.35816  -0.052
H10 0.09379 -3.66443 1.29041  0.000
C8 1.45212 -0.98669 -0.30295  -0.013
C9 1.91073 -0.83077 1.05742  0.003
H11 2.69189 -0.13643 1.36563  0.003
H12 1.54494 -2.07507 2.90589  0.002
H13 0.39094 -2.72673 -1.26624  0.000
H14 1.69466 -0.33204 -1.13005  0.005
C10 -2.02582 0.45942 1.03150  -0.012
C11 -2.14159 -0.74600 1.81719  -0.010
C12 -2.04101 -1.86470 0.90648  -0.068
H15 -2.33757 -0.80555 2.88330  0.002
C13 -1.86742 -1.33116 -0.42941  -0.071
C14 -1.83502 0.09639 -0.34401  -0.026
H16 -1.80312 0.77982 -1.18607  0.003
H17 -2.16021 1.46938 1.39542  0.002
H18 -2.17423 -2.90730 1.16832  0.000
H19 -1.86568 -1.89436 -1.35680  0.000
Mn1 -0.26698 -0.81258 0.84350  3.204
C15 2.78452 1.47778 5.54466  0.001
C16 1.48371 1.36138 4.86248  0.004
C17 0.20663 1.74186 5.26103  0.005
C18 -0.65968 1.42507 4.19202  0.006
N1 0.03447 0.84752 3.18443  0.076
N2 1.32709 0.84369 3.62554  0.000
C19 -2.10454 1.73277 4.21632  0.000
H20 3.07308 2.53447 5.61238  0.000
H21 2.70715 1.08141 6.56408  0.000
H22 3.56002 0.92556 5.00418  0.000
H23 -0.09215 2.21003 6.17796  0.001
H24 2.07791 0.44843 3.06787  0.000
H25 -2.43435 1.76991 5.26554  0.000
H26 -2.28993 2.72826 3.78007  0.000
H27 -2.71721 0.98550 3.70107  0.000

Summary:
HOMO level (alpha / beta), hartree: -0.5447 / -0.5432
Multiplicity: 4
Kohn-Sham gap (alpha / beta), eV: 5.8 / 5.7
Energy above the lowest of the compared OMol25 structures with the same formula, charge and spin, kcal/mol: 0.0
Maximum force, eV/A: 2.286
Charge: +2

=====

Record 3
A molecular structure, C3H4BN, computed with ωB97M-V with the def2-TZVPD basis set.

Each line ends with the Löwdin spin population.
CARTESIAN COORDINATES (ANGSTROEM)
B1 0.00094 0.88246 1.42103  0.828
C1 -1.46500 -0.28795 -0.69705  0.061
C2 0.97682 -0.70514 -0.72309  0.238
C3 -0.18164 -0.21238 -0.25263  0.453
N1 -2.48033 -0.17966 -1.22129  0.175
H1 1.17449 1.08049 1.51874  0.096
H2 -1.05284 0.96874 1.98849  0.094
H3 1.14588 -1.21568 -1.68233  0.038
H4 1.88167 -0.33089 -0.35187  0.018

Summary:
HOMO level (alpha / beta), hartree: -0.2485 / -0.4010
Multiplicity: 3
Kohn-Sham gap (alpha / beta), eV: 6.3 / 6.7
Energy above the lowest of the compared OMol25 structures with the same formula, charge and spin, kcal/mol: 41.0
Maximum force, eV/A: 2.707